Below is a molecular structure, C23H37O2Sn in a non-equilibrium geometry, with properties calculated with the ωB97M-V functional and the def2-TZVPD basis.

## Properties
Largest force on an atom ... 2.89 eV Å⁻¹
Kohn-Sham gap (alpha / beta) ... 6.93 / 6.93 eV
HOMO energy (alpha / beta) ... -0.40678 / -0.40680 Ha
Molecular weight ... 464.26 g/mol
Energy relative to the best compared isomer or geometry (same formula, charge and spin) ... 0.5384 eV

Structure (ORCA input):
```
! wB97M-V def2-TZVPD RIJCOSX def2/J DEFGRID3
* xyz 1 1
O 0.5832 0.5321 -2.0841
C -0.2786 1.1160 -3.1062
C 0.6460 0.6210 -4.2097
H -0.3455 2.1913 -2.9756
H -1.2770 0.6929 -3.0674
C 1.6161 0.1869 -3.1000
H 1.0274 1.3785 -4.8883
H 0.2460 -0.2108 -4.7832
C 2.8118 1.0970 -2.9552
H 2.4964 2.1219 -2.7734
H 3.3990 1.0792 -3.8732
H 3.4570 0.7880 -2.1379
C 1.9804 -1.2717 -3.0572
H 1.1263 -1.9034 -3.2826
H 2.3584 -1.5488 -2.0761
H 2.7588 -1.4763 -3.7917
Sn 0.0000 0.0000 0.0000
C -0.8159 -2.0152 0.9069
C -1.9116 -1.1411 0.7601
C -2.1286 -0.9614 -0.6244
H -2.4802 -0.6838 1.5513
C -1.1634 -1.7027 -1.3175
C -0.3284 -2.3402 -0.3794
H 0.5125 -2.9758 -0.5998
H -0.4178 -2.3691 1.8406
H -2.8651 -0.3117 -1.0595
H -1.0469 -1.7323 -2.3868
C 0.8725 0.2174 2.2336
C 1.7182 -0.6605 1.5152
C 2.3128 0.0619 0.4678
H 1.8760 -1.7041 1.7231
C 1.8337 1.3930 0.5404
C 0.9613 1.4839 1.6402
H 0.3912 2.3514 1.9158
H 0.2502 -0.0442 3.0728
H 3.0251 -0.3299 -0.2362
H 2.0474 2.1885 -0.1506
O 0.5967 3.3506 -6.8329
C 1.4551 2.5705 -7.6730
C 1.5363 3.3034 -9.0026
H 1.0266 1.5702 -7.8018
H 2.4225 2.4625 -7.1814
C 0.1629 3.9591 -9.0771
H 1.7447 2.6375 -9.8378
H 2.3179 4.0632 -8.9726
C -0.0772 4.3364 -7.6238
H -0.5833 3.2382 -9.4127
H 0.1277 4.8171 -9.7454
H -1.1329 4.3435 -7.3502
H 0.3373 5.3261 -7.4015
C -3.7801 2.4291 0.5800
C -2.3402 2.9551 0.3860
C -1.8897 3.7090 1.6469
C -1.3532 1.8150 -0.0053
H -3.8314 1.6991 1.4180
H -4.1365 1.9311 -0.3460
H -4.4700 3.2688 0.8095
H -2.3602 3.6912 -0.4473
H -1.8466 3.0281 2.5245
H -0.8933 4.1672 1.4801
H -2.6029 4.5286 1.8775
H -1.8252 1.5457 -0.9615
H -1.6287 1.2732 0.9084
*
```

Computed natural (NBO) charges, given in elementary charges: number 1, O, carries -0.614; number 2, C, carries -0.046; number 3, C, carries -0.453; number 4, H, carries 0.210; number 5, H, carries 0.194; number 6, C, carries 0.312; number 7, H, carries 0.248; number 8, H, carries 0.223; number 9, C, carries -0.641; number 10, H, carries 0.228; number 11, H, carries 0.240; number 12, H, carries 0.215; number 13, C, carries -0.640; number 14, H, carries 0.217; number 15, H, carries 0.214; number 16, H, carries 0.247; number 17, Sn, carries 1.889; number 18, C, carries -0.307; number 19, C, carries -0.354; number 20, C, carries -0.321; number 21, H, carries 0.263; number 22, C, carries -0.301; number 23, C, carries -0.337; number 24, H, carries 0.252; number 25, H, carries 0.255; number 26, H, carries 0.260; number 27, H, carries 0.245; number 28, C, carries -0.318; number 29, C, carries -0.310; number 30, C, carries -0.337; number 31, H, carries 0.252; number 32, C, carries -0.357; number 33, C, carries -0.289; number 34, H, carries 0.259; number 35, H, carries 0.246; number 36, H, carries 0.253; number 37, H, carries 0.258; number 38, O, carries -0.555; number 39, C, carries -0.070; number 40, C, carries -0.431; number 41, H, carries 0.160; number 42, H, carries 0.179; number 43, C, carries -0.431; number 44, H, carries 0.224; number 45, H, carries 0.208; number 46, C, carries -0.067; number 47, H, carries 0.204; number 48, H, carries 0.227; number 49, H, carries 0.185; number 50, H, carries 0.170; number 51, C, carries -0.609; number 52, C, carries -0.205; number 53, C, carries -0.618; number 54, C, carries -0.803; number 55, H, carries 0.199; number 56, H, carries 0.207; number 57, H, carries 0.235; number 58, H, carries 0.205; number 59, H, carries 0.195; number 60, H, carries 0.212; number 61, H, carries 0.227; number 62, H, carries 0.202; number 63, H, carries 0.195